[1]
Formula: C42H47BN8O3PPdSe
Source: the OMol25 dataset
Level of theory: ωB97M-V/def2-TZVPD

Properties
E (Ha): -5187.9298
LUMO level (spin up / spin down) (eV): -3.69 / -3.72
Frontier orbital gap (spin up / spin down) (hartree): 0.255 / 0.254
Charge: +1
F_max (eV Å⁻¹): 1.5

The geometry in XYZ format:
```
104
Properties=species:S:1:pos:R:3:forces:R:3
H -0.86741 0.70892 -5.41320 -0.01 -0.14 0.04
N 1.74818 1.14736 -1.31986 -0.23 -0.50 0.49
C -1.55258 -2.59261 -4.94591 0.06 -0.05 0.17
C 2.36519 3.36829 3.48295 -0.01 -0.10 -0.07
H 2.73580 -1.70867 4.53149 0.01 -0.08 -0.10
H -4.06936 -1.95056 -2.29031 0.02 0.09 0.01
C -1.08161 0.10332 4.00127 0.06 0.06 -0.07
H -3.25225 0.98284 1.69978 -0.11 -0.07 0.02
N 1.88868 2.36305 -0.71438 -0.04 -0.04 0.06
C 2.87278 -2.26084 3.60553 -0.09 -0.06 0.28
C 2.53759 -1.34764 -2.86643 0.29 -0.01 -0.07
N -1.13900 -3.82151 -2.88452 0.03 0.20 -0.13
C -2.46110 3.20837 0.07459 -0.39 0.00 -0.05
H -3.73935 -1.11865 0.37217 0.05 -0.13 0.11
H -4.11050 0.25553 3.08061 0.00 0.00 -0.10
H -5.80786 -0.67520 -3.51234 0.08 0.05 0.04
H 3.35697 1.20904 -4.91618 -0.03 -0.06 0.01
C -0.96960 4.87192 1.38471 0.02 -0.17 -0.03
H 3.07806 -2.97319 -5.79009 0.03 0.03 0.04
H 3.68343 4.46197 0.06954 -0.04 -0.02 -0.07
N -0.92610 1.61581 -0.31387 -0.83 0.59 -0.08
C -0.45876 -0.28375 -3.60146 -0.12 -0.14 0.03
C -1.27481 3.60492 0.64330 0.05 0.11 -0.04
H 3.09904 3.97163 2.94516 -0.01 -0.04 0.01
C 2.64489 -2.40010 -3.76519 -0.02 0.01 0.04
B 1.15461 2.74678 0.59719 -0.12 -0.05 0.01
C 3.34420 -4.33817 2.48017 -0.04 0.00 -0.03
C -1.35214 -4.11595 3.73693 0.05 0.10 0.09
H 3.35452 -4.24053 0.33444 0.00 0.03 0.00
H 2.68655 3.28684 4.51928 0.00 0.00 -0.01
C 2.83023 3.08734 -1.35212 -0.14 0.09 0.03
C 3.27830 -0.85530 -5.48532 0.01 0.10 0.03
H 2.28927 -1.54925 -1.83978 0.00 -0.04 0.17
C -0.53109 -1.54377 -2.92116 -0.14 0.19 -0.32
H 1.39905 3.87894 0.90654 0.13 -0.21 -0.05
C 2.61000 1.11224 -2.33889 0.10 -0.22 -0.32
C 3.18322 -3.61335 3.65334 -0.01 0.02 0.01
C -5.06968 -0.15418 -2.91225 0.00 0.01 0.02
H 2.39993 5.15515 -0.92225 0.03 -0.06 -0.01
O -0.75213 0.08231 2.58355 -0.13 0.07 0.21
H -0.48096 2.14703 4.25757 -0.06 -0.02 0.01
H -0.24512 5.48641 0.84725 -0.04 -0.04 0.01
H -1.88570 5.44835 1.49968 0.01 -0.02 0.01
C 2.68439 0.78450 3.36936 0.29 -0.19 0.28
C 2.71358 -1.60859 2.38940 -0.09 0.21 -0.09
C 2.38734 -0.16289 2.38088 -0.08 0.09 -0.15
N -0.13123 -1.75418 -1.68807 -0.38 0.49 0.30
H 2.45345 -3.41594 -3.43301 0.03 0.06 -0.01
C -1.45045 -1.39195 -5.54971 0.02 0.22 -0.06
H -0.06697 0.58453 -3.08579 -0.04 -0.06 0.02
H -2.41259 -0.74220 -0.90817 0.31 -0.12 -0.08
C -4.15765 1.89830 -2.03714 -0.12 -0.04 -0.10
H -4.46200 -1.83367 1.79474 -0.01 -0.14 0.12
H -1.93659 -0.54073 4.18714 -0.13 -0.10 -0.04
C 3.24535 4.46510 -0.93104 -0.05 -0.15 -0.02
C 3.00446 -2.15630 -5.08263 -0.04 0.03 -0.01
C 2.89272 -2.34072 1.21709 0.18 -0.10 0.28
Se -0.45559 -3.46413 -1.30383 0.18 -0.31 0.52
H -0.83539 -3.79699 4.64488 -0.03 -0.05 -0.05
C -1.37126 1.52872 4.39602 0.00 0.14 -0.08
C 3.16120 0.19529 -4.58499 -0.08 0.01 -0.05
C -3.17376 1.19377 -1.34191 0.17 0.17 0.07
H -0.22494 -0.29660 4.53890 0.09 -0.04 0.01
H -1.48407 -5.20014 3.77597 0.01 0.08 0.00
C -3.15769 -0.19126 -1.45389 0.04 0.15 -0.32
H 3.58149 -0.65541 -6.50679 -0.03 -0.01 0.07
H -2.17927 1.94066 3.78333 0.09 -0.04 0.11
H 1.41702 3.90595 3.45302 0.02 -0.04 0.01
H -1.66788 1.57236 5.44828 0.05 -0.01 -0.13
P -0.95235 -1.20294 1.68431 1.11 0.91 0.19
C 3.19805 -3.69496 1.25714 0.01 0.08 0.09
H -5.84806 1.80062 -3.35281 0.07 -0.06 0.07
C 2.76717 -0.03621 -3.26515 0.01 0.15 0.06
H 4.07299 2.61693 -3.10353 -0.17 -0.10 0.11
O -2.45270 -1.64746 1.93942 -0.28 -0.23 -0.79
H 2.87334 -1.83475 0.27550 -0.14 0.25 -0.46
Pd 0.45292 -0.23903 -0.16189 0.43 -0.40 0.32
C -1.08960 -2.71109 -3.58878 -0.01 0.15 -0.21
C -2.20180 1.96037 -0.52234 -0.02 0.09 -0.08
H -0.56071 4.67244 2.37901 -0.06 0.00 -0.10
H -3.39834 3.75025 0.09353 0.17 -0.11 0.00
C -0.90719 -0.23252 -4.87284 -0.08 -0.03 -0.22
C 3.29638 2.33246 -2.40559 0.24 -0.05 -0.15
N -0.36975 2.63720 0.38618 0.27 0.02 0.14
C -3.72559 -1.11539 1.45131 -0.03 0.08 0.35
C -0.53635 -3.75439 2.52025 -0.01 0.09 -0.01
H 3.99113 4.84265 -1.62901 -0.03 -0.02 0.02
N 1.77024 0.46932 1.36810 -0.26 -0.55 0.25
N 1.67981 1.77949 1.68992 -0.11 -0.20 -0.43
H 3.21211 0.61999 4.30173 -0.08 0.03 -0.24
H -4.17849 2.98001 -1.98464 0.01 -0.04 -0.01
H -4.97786 0.60473 1.57180 0.11 -0.04 0.05
O -0.20724 -2.33442 2.50569 -0.18 -0.29 -0.13
H -1.05819 -4.02853 1.60227 -0.04 0.10 -0.01
C -4.02499 0.26494 1.99032 0.12 0.04 0.05
H -1.96496 -3.46204 -5.44190 0.04 0.04 0.05
H 0.41973 -4.26487 2.53387 0.20 0.01 -0.05
H 3.59883 -5.39069 2.51920 -0.02 0.05 0.00
C -4.09450 -0.86611 -2.22699 0.04 0.01 -0.07
C 2.24526 2.00222 2.88322 -0.12 0.15 0.09
H 3.30059 -4.10478 4.61096 0.01 0.03 -0.01
H -2.33173 -3.64475 3.70692 -0.06 0.01 0.01
C -5.09585 1.23253 -2.81503 0.02 0.03 0.01
H -1.78937 -1.27987 -6.57370 0.03 0.03 0.09
```
Positions in Å, forces in eV/Å.

=====

[2]
Formula: C2H7ClN2
Source: the OMol25 dataset
Level of theory: ωB97M-V/def2-TZVPD

Properties
E (Ha): -649.9971
LUMO level (eV): -1.53
Frontier orbital gap (hartree): 0.264
F_max (eV Å⁻¹): 3.2

The geometry in XYZ format:
```
12
Properties=species:S:1:pos:R:3:forces:R:3
Cl 2.20195 2.73118 -1.82068 0.03 -0.43 -0.12
H -0.88327 1.07989 0.74996 1.26 0.06 -0.12
C -0.85535 -1.02404 0.92825 2.05 0.36 -1.96
C -0.31754 0.27345 0.23587 -3.07 -0.53 -0.74
H -1.92013 -0.88204 0.83206 -0.44 0.02 1.41
H 0.94802 0.14999 -1.76960 0.68 0.39 1.09
H -0.23838 -1.02779 1.86136 -1.50 -0.97 -0.34
N 1.57275 0.32202 -0.92456 -1.83 -0.05 -0.62
H 2.48690 0.69051 -1.19899 0.82 0.50 0.35
N 1.08878 0.43746 0.20668 0.70 -0.16 -0.62
H -0.72669 -1.86048 0.17385 0.63 0.47 1.43
H -0.77893 0.23802 -0.78128 0.66 0.34 0.25
```
Positions in Å, forces in eV/Å.

=====

[3]
Formula: H6O3
Source: the OMol25 dataset
Level of theory: ωB97M-V/def2-TZVPD

Properties
E (Ha): -229.3046
LUMO level (eV): 0.45
Frontier orbital gap (hartree): 0.426
F_max (eV Å⁻¹): 1.9
SMILES: O.O.O

The geometry in XYZ format:
```
9
Properties=species:S:1:pos:R:3:forces:R:3
H 0.67563 -1.21232 -1.14915 -0.72 0.16 1.72
H -0.58927 -1.07096 1.06969 0.19 0.01 0.41
O -0.05839 1.66406 1.47059 -0.88 -0.22 0.48
H -0.45290 0.07195 0.05953 -0.18 -0.23 0.45
H 1.64177 -0.96903 -2.24821 0.80 0.34 -0.38
O 0.84762 -1.43645 -2.03812 -0.08 -0.63 -1.49
O -0.87379 -0.78902 0.20416 -0.03 0.10 -0.69
H -0.92791 1.51168 1.90977 0.94 0.21 -0.50
H -0.26276 2.23008 0.72174 -0.04 0.25 0.00
```
Positions in Å, forces in eV/Å.

=====

[4]
Formula: CH5N2O
Source: the OMol25 dataset
Level of theory: ωB97M-V/def2-TZVPD

Properties
E (Ha): -225.5825
LUMO level (eV): -4.23
Frontier orbital gap (hartree): 0.428
Charge: +1
F_max (eV Å⁻¹): 3.2

The geometry in XYZ format:
```
9
Properties=species:S:1:pos:R:3:forces:R:3
O 0.48886 -1.29722 -2.91970 1.99 0.09 -2.56
H -0.12152 -0.35764 0.18329 -0.21 1.07 -0.49
N -0.98095 -1.33458 -1.11788 -1.28 -0.71 2.12
H 0.54252 0.95978 -0.53989 0.79 0.24 0.23
H 1.27575 -0.08657 0.68903 2.43 0.03 -0.11
H 0.16831 0.98183 1.15033 -0.06 0.63 -0.19
H -1.54934 -1.91915 -0.44325 1.08 0.58 -2.07
N 0.53519 0.46991 0.35281 -2.70 -1.50 0.60
C -0.25167 -1.43377 -2.08186 -2.05 -0.42 2.47
```
Positions in Å, forces in eV/Å.

=====

[5]
Formula: C15H22KN8S2
Source: the OMol25 dataset
Level of theory: ωB97M-V/def2-TZVPD

Properties
E (Ha): -2419.0422
LUMO level (eV): -2.82
Frontier orbital gap (hartree): 0.287
Charge: +1
F_max (eV Å⁻¹): 0.4

The geometry in XYZ format:
```
48
Properties=species:S:1:pos:R:3:forces:R:3
H -3.59046 0.85999 -2.06130 -0.02 -0.13 -0.01
H 0.09519 -4.23296 -0.18505 0.03 0.05 0.00
N 2.65570 -3.35267 -0.64674 -0.04 -0.05 0.14
C 0.78814 3.44701 1.00504 0.05 0.16 0.12
C -2.04683 -1.93733 3.58506 0.05 -0.09 -0.11
H -2.91717 -2.55331 3.73091 0.00 -0.01 0.08
H -2.06071 -1.79502 1.44709 -0.09 -0.02 0.06
S -1.60260 -1.92961 -0.94284 0.03 0.00 -0.05
C -0.23946 -0.68740 3.64262 -0.01 -0.05 -0.08
C -3.19361 3.11359 -1.69849 -0.13 0.18 -0.13
C -0.74420 5.26105 1.10322 -0.03 -0.03 -0.03
H 2.04699 -5.16514 1.97867 -0.02 0.00 0.00
H -3.73099 -2.53760 -2.48444 0.00 -0.01 0.02
H -1.03712 6.24660 1.43735 0.00 0.02 0.01
K 0.63050 0.06910 0.00312 0.05 -0.04 0.00
S 3.42981 -1.13390 0.56814 -0.10 -0.14 0.03
H 1.94585 -2.53274 2.34798 0.00 -0.04 0.02
H -4.09034 3.24940 -1.08874 0.00 -0.07 0.02
C 0.92621 -4.84960 0.16351 -0.02 -0.10 -0.02
H 1.83070 -4.85603 -1.80891 -0.04 -0.02 0.03
C 0.47620 4.72279 1.45757 0.04 -0.02 0.01
C -2.76162 -0.96505 -1.67646 0.12 -0.30 -0.07
N 1.94487 -3.11774 1.52858 0.02 -0.02 -0.09
H -4.41014 -1.00806 -2.92323 -0.02 -0.04 0.00
N -2.79836 0.38493 -1.65097 0.03 0.25 0.03
H 1.18166 5.26464 2.07093 -0.01 0.02 0.00
H 0.62601 -0.10679 3.91827 0.01 0.00 0.07
H 1.74285 3.00821 1.27427 0.00 -0.08 -0.04
C -1.13414 -1.39642 4.46094 -0.09 0.02 0.07
H -2.85200 4.10405 -1.99071 0.00 0.00 0.02
H 0.48084 -4.39658 2.24055 -0.02 -0.02 -0.04
C -1.59485 4.51225 0.30277 0.04 -0.08 -0.02
H -2.55728 4.90839 0.01687 -0.01 0.03 0.01
N -0.56819 -0.79666 2.36211 0.14 0.02 0.00
C -2.10508 2.40476 -0.94760 0.22 0.03 0.11
H -1.12553 -1.48863 5.53194 0.00 0.01 0.02
C 2.62846 -2.63438 0.48560 0.18 0.37 -0.07
C 1.33666 -4.44142 1.56732 -0.01 0.02 0.08
H 2.88675 -5.43915 -0.52185 -0.02 0.01 0.00
C 2.11711 -4.70139 -0.76925 0.01 0.01 -0.06
H 3.22020 -2.95478 -1.37873 0.03 -0.07 -0.01
N -1.89602 1.14164 -0.94770 -0.32 -0.01 -0.04
H 0.58884 -5.88557 0.16582 0.00 0.00 0.00
N -0.02078 2.71699 0.25013 0.02 0.05 -0.05
N -1.66532 -1.56362 2.34879 0.06 0.11 0.03
C -1.19517 3.24456 -0.10569 -0.09 -0.05 -0.05
H -3.48190 2.62092 -2.62736 0.05 -0.06 0.04
N -3.75336 -1.53915 -2.37513 -0.09 0.18 -0.05
```
Positions in Å, forces in eV/Å.

=====

[6]
Formula: C6H17N3S
Source: the OMol25 dataset
Level of theory: ωB97M-V/def2-TZVPD

Properties
E (Ha): -800.5406
LUMO level (eV): -6.37
Frontier orbital gap (hartree): 0.341
Charge: +2
F_max (eV Å⁻¹): 5.9

The geometry in XYZ format:
```
27
Properties=species:S:1:pos:R:3:forces:R:3
H -1.21153 -1.14608 -2.24149 -1.20 0.95 1.73
N -2.25445 0.25086 0.82590 -0.01 -0.94 1.70
H -0.10630 2.57373 0.19586 0.64 1.41 -0.27
H 3.84368 -0.33146 -0.98940 -0.73 0.03 2.00
H -2.49392 2.30006 1.09836 -1.19 1.56 1.58
H 0.01729 1.60789 1.69369 -1.00 0.48 -0.38
H 1.65451 0.86823 -1.18156 1.54 2.62 -2.30
S -1.23360 -2.24864 0.70389 -0.64 -0.08 -2.22
C -1.54496 -0.65687 -0.11970 5.03 0.89 2.98
N 3.51290 -0.78537 -0.05483 1.84 -0.20 -2.36
H -2.03122 0.36447 -1.78162 0.15 2.46 -1.08
C 1.30879 0.19954 -0.51112 -0.60 -1.36 2.20
H -1.96152 0.12216 1.85993 -0.46 -0.38 -1.98
H 1.31678 -0.72557 -1.04665 -0.78 -0.87 -0.63
H -3.22461 -0.06460 0.76336 -0.45 0.65 0.20
H -2.90551 -1.00223 -1.64715 -1.08 -0.99 -0.12
C -0.42294 1.68092 0.66019 0.59 -0.74 0.39
N 0.00351 0.58879 -0.14717 -3.35 -2.92 -0.49
C -1.93228 -0.61085 -1.49034 0.74 -2.32 -2.45
C -1.93587 1.67244 0.51101 0.59 -1.75 -2.83
H -2.27354 1.74865 -0.57872 0.80 0.62 1.60
C 2.33453 -0.08850 0.58417 -0.86 -0.67 1.40
H 1.74830 -0.79170 1.29030 1.66 0.90 -0.77
H 2.78614 0.76670 1.13075 -0.61 -0.47 -0.34
H 4.37638 -0.76773 0.55016 -1.08 -0.43 -0.58
H 3.35751 -1.73741 -0.48354 -0.12 0.60 1.44
H -1.65318 -3.02458 -0.42656 0.56 0.95 1.57
```
Positions in Å, forces in eV/Å.